This record from the Open Molecules 2025 dataset describes the molecule C4H3I in a non-equilibrium geometry. The level of theory is the ωB97M-V functional and the def2-TZVPD basis.

Frontier orbital gap (eV): 8.6
SMILES: C=C1C=C1I
Energy above the lowest of the compared OMol25 structures with the same formula, charge and spin (eV): 1.164
HOMO level (eV): -8.43
Net charge: 0
DFT total energy (eV): -12293.33470
E_LUMO (Ha): 0.00794

Last column: Mulliken charge in e.
Cartesian coordinates (Å):
1 C -1.124 1.026 0.431  -0.817
2 C -0.190 0.141 0.049  0.379
3 C 0.174 -1.262 -0.204  -0.143
4 C 1.175 -0.431 -0.322  -0.542
5 I 3.117 -0.071 -0.945  0.170
6 H -0.838 2.037 0.457  0.243
7 H -2.075 0.753 0.650  0.314
8 H -0.240 -2.193 -0.116  0.396